Formula: C36H87N6O15
Source: the Open Molecules 2025 dataset
Level of theory: the ωB97M-V functional and the def2-TZVPD basis

Structure (XYZ):
```
144
Properties=species:S:1:pos:R:3:mulliken_charge:R:1
N 6.822 -3.037 4.335 -0.693
C 6.572 -1.914 3.395 0.639
C 5.720 -0.750 4.013 -0.813
O 4.562 -0.392 3.273 -0.074
C 3.366 -0.539 4.017 -0.565
O 2.301 -0.647 3.120 -0.145
C 1.846 -1.992 2.968 0.499
C 0.583 -2.254 3.856 -0.045
O 1.034 -3.022 4.986 -0.573
C 6.023 -2.523 2.061 0.098
O 6.879 -2.753 1.183 -0.785
O 4.818 -2.822 1.878 -0.587
H 6.280 -3.857 4.082 0.280
H 6.676 -2.755 5.298 0.195
H 7.577 -1.500 3.161 0.188
H 6.371 0.160 4.029 0.196
H 5.477 -0.939 5.089 0.383
H 3.220 0.411 4.597 0.093
H 3.410 -1.369 4.755 0.392
H 2.616 -2.760 3.183 0.381
H 1.521 -2.187 1.928 -0.668
H 0.105 -1.289 4.137 0.316
H -0.176 -2.808 3.256 0.064
H 0.296 -3.142 5.602 0.282
C -3.621 -4.767 -1.924 -0.765
O -2.867 -3.893 -2.741 -0.350
C -3.458 -2.604 -2.889 -0.932
C -2.608 -1.543 -2.208 0.092
N -2.669 -1.675 -0.756 -0.250
C -1.693 -0.848 -0.045 -1.189
C -0.212 -1.169 -0.256 1.253
O 0.187 -2.421 0.269 -0.124
C -0.007 -3.522 -0.601 -0.369
H -3.162 -5.755 -1.979 0.207
H -3.608 -4.441 -0.879 0.335
H -4.655 -4.843 -2.276 0.415
H -4.490 -2.582 -2.525 0.399
H -3.481 -2.392 -3.963 0.428
H -2.974 -0.552 -2.494 0.420
H -1.581 -1.652 -2.578 -0.005
H -2.508 -2.643 -0.507 0.006
H -1.906 -0.961 1.023 0.381
H -1.869 0.204 -0.293 0.400
H 0.361 -0.421 0.301 -0.547
H 0.100 -1.064 -1.302 -0.388
H 0.096 -3.235 -1.650 0.104
H -0.983 -3.987 -0.424 -0.097
H 0.755 -4.269 -0.373 0.367
C -3.842 -7.916 0.247 -0.739
O -3.860 -8.329 1.602 -0.363
C -2.914 -9.357 1.892 -0.786
C -1.823 -8.834 2.812 -0.161
N -0.958 -7.891 2.112 -0.221
C -0.038 -7.165 2.988 -0.827
C -0.651 -6.213 4.018 -0.485
O -1.298 -5.087 3.449 -0.218
C -2.648 -5.296 3.080 -0.536
H -4.677 -7.232 0.095 0.266
H -2.915 -7.384 0.010 0.271
H -3.963 -8.769 -0.427 0.409
H -2.492 -9.793 0.982 0.389
H -3.461 -10.148 2.416 0.403
H -1.222 -9.675 3.171 0.383
H -2.312 -8.366 3.675 0.190
H -1.534 -7.216 1.626 -0.099
H 0.612 -6.573 2.339 0.376
H 0.604 -7.884 3.506 0.440
H 0.174 -5.809 4.612 0.331
H -1.310 -6.726 4.730 0.367
H -3.149 -6.022 3.726 0.314
H -2.718 -5.609 2.034 0.007
H -3.169 -4.340 3.167 0.310
C -1.900 5.250 -1.546 -0.208
O -0.533 5.634 -1.556 -0.345
C -0.018 5.915 -0.258 -0.787
C 1.019 4.879 0.143 -0.181
N 0.393 3.586 0.400 -0.230
C 1.347 2.485 0.555 -0.807
C 2.191 2.110 -0.666 -0.800
O 1.443 1.560 -1.744 0.029
C 0.883 2.512 -2.629 -0.821
H -2.239 5.184 -2.581 0.238
H -2.025 4.266 -1.081 0.218
H -2.511 5.989 -1.025 0.003
H -0.813 5.993 0.489 0.358
H 0.475 6.891 -0.321 0.423
H 1.533 5.215 1.049 0.354
H 1.755 4.814 -0.668 0.173
H -0.229 3.364 -0.367 0.018
H 0.766 1.605 0.838 0.202
H 2.014 2.705 1.394 0.482
H 2.877 1.318 -0.349 0.412
H 2.825 2.935 -1.012 0.621
H 1.496 3.414 -2.710 0.339
H -0.134 2.771 -2.324 0.166
H 0.818 2.051 -3.617 0.345
C -4.071 10.382 3.383 -0.719
O -5.127 10.623 2.470 -0.340
C -4.900 11.747 1.624 -0.799
C -4.714 11.302 0.183 -0.198
N -3.446 10.600 0.010 -0.311
C -3.308 9.935 -1.285 -0.736
C -4.267 8.781 -1.590 -0.519
O -4.075 7.639 -0.772 -0.362
C -4.765 7.671 0.467 -0.707
H -4.391 9.595 4.065 0.241
H -3.170 10.040 2.863 0.302
H -3.843 11.278 3.967 0.341
H -4.054 12.352 1.966 0.405
H -5.797 12.370 1.681 0.387
H -4.731 12.180 -0.470 0.381
H -5.566 10.661 -0.079 0.183
H -3.354 9.904 0.738 0.065
H -2.290 9.538 -1.326 0.373
H -3.387 10.683 -2.080 0.407
H -4.055 8.450 -2.611 0.369
H -5.318 9.091 -1.589 0.348
H -5.705 8.225 0.405 0.344
H -4.130 8.088 1.252 0.196
H -4.991 6.641 0.749 0.318
C 4.089 -2.872 -7.261 -0.711
O 5.091 -2.589 -6.304 -0.334
C 5.306 -1.193 -6.105 -0.798
C 4.866 -0.775 -4.711 -0.229
N 3.412 -0.821 -4.584 -0.261
C 2.933 -0.666 -3.207 -0.302
C 3.299 -1.759 -2.204 -0.372
O 2.695 -3.017 -2.465 -0.269
C 3.403 -3.848 -3.365 -0.735
H 4.090 -3.947 -7.438 0.240
H 3.099 -2.585 -6.892 0.290
H 4.293 -2.362 -8.208 0.340
H 4.814 -0.590 -6.875 0.414
H 6.384 -1.026 -6.192 0.402
H 5.211 0.245 -4.516 0.343
H 5.352 -1.446 -3.993 0.215
H 3.080 -1.708 -4.940 0.150
H 1.842 -0.619 -3.260 -0.020
H 3.270 0.296 -2.817 0.296
H 2.907 -1.443 -1.232 0.071
H 4.380 -1.867 -2.068 0.390
H 4.483 -3.693 -3.310 0.310
H 3.048 -3.698 -4.389 0.212
H 3.191 -4.886 -3.098 0.323
```

Its charge is -1. Its total energy is -78388.598 eV. Its HOMO energy is -3.77 eV. The calculation puts the LUMO energy at 1.848 eV.